The following is a DFT calculation (wB97M-V/def2-TZVPD) of a 10-piece molecular cluster, C39H51Cl2F5O4S4 overall.

Results
E_LUMO: 0.2771 eV
frontier orbital gap: 9.0656 eV

Last column: Mulliken charge in e.
Cartesian coordinates (Å):
C (-2.049230, -3.192281, 2.955125)  -0.8386
S (-2.912710, -1.600059, 2.499053)  0.5555
O (-2.290691, -1.214714, 1.184397)  -0.4454
C (-4.522376, -2.362945, 2.298830)  -1.1394
H (-1.012866, -2.877168, 3.114785)  -0.0557
H (-2.199531, -3.901072, 2.155586)  0.3774
H (-2.462998, -3.501354, 3.921129)  0.4598
H (-5.167704, -1.553850, 1.828330)  0.3038
H (-4.864951, -2.414913, 3.324912)  0.4507
H (-4.462956, -3.187775, 1.685544)  0.4107
C (1.840711, -4.189272, -1.960385)  -1.1651
S (2.089001, -2.910759, -0.788242)  0.6651
O (2.272691, -1.665628, -1.589480)  -0.6193
C (0.454930, -2.847407, -0.063565)  -0.4645
H (1.072260, -3.971713, -2.731769)  0.2438
H (1.578548, -5.032087, -1.303484)  0.4272
H (2.806549, -4.500098, -2.356407)  0.3985
H (-0.343397, -2.644223, -0.789242)  0.2314
H (0.464075, -2.080650, 0.696647)  -0.5281
H (0.258158, -3.818525, 0.401375)  0.7622
C (1.113682, 1.691404, 3.969931)  -0.6133
S (-0.432710, 0.851135, 3.669620)  0.8989
O (-0.241406, -0.670591, 3.928836)  -0.7537
C (-1.265419, 1.380482, 5.123997)  -1.2562
H (0.818719, 2.684914, 4.243716)  0.5424
H (1.628999, 1.680040, 3.013927)  -0.3059
H (1.659854, 1.156154, 4.742521)  0.4048
H (-1.528499, 2.439221, 4.941413)  0.3989
H (-0.677040, 1.170130, 6.021896)  0.3562
H (-2.221832, 0.882984, 5.218938)  0.3564
C (0.382302, 0.604311, -0.133791)  1.3710
S (1.229307, 2.096930, -0.235797)  0.4727
O (1.504742, 2.535084, 1.156316)  -0.6867
C (2.737419, 1.404669, -0.878691)  0.1560
H (0.789782, -0.108613, -0.898444)  -0.4565
H (-0.722016, 0.617183, -0.244117)  -0.3866
H (0.611738, 0.225148, 0.832744)  -0.4299
H (3.245009, 0.890769, -0.053978)  -0.5561
H (3.356804, 2.227225, -1.244575)  0.4912
H (2.329210, 0.681677, -1.609197)  0.0065
F (-6.482400, 3.268398, -2.261911)  -0.3677
C (-5.843672, 2.885510, -1.126469)  0.2406
C (-5.823241, 3.690850, -0.035549)  -0.4120
C (-5.152629, 3.281997, 1.083228)  -0.3763
C (-4.557087, 2.053042, 1.193741)  -0.7382
C (-4.662399, 1.160959, 0.110801)  -0.0016
C (-5.204505, 1.630823, -1.109890)  -0.4306
H (-6.302974, 4.652791, -0.069703)  0.4481
H (-5.162875, 4.036005, 1.898786)  0.3051
H (-4.127965, 1.724554, 2.096158)  0.5914
H (-4.403834, 0.145917, 0.163519)  0.1827
H (-5.313635, 1.000176, -1.963445)  0.5297
F (-2.591549, 5.398586, -2.522530)  -0.3661
C (-2.526211, 4.141946, -3.012737)  0.3139
C (-2.265687, 3.095557, -2.140522)  -0.5716
C (-2.206885, 1.792962, -2.635857)  1.6966
C (-2.445668, 1.540619, -3.986062)  -0.9035
C (-2.753295, 2.570520, -4.812221)  -0.4456
C (-2.847080, 3.899709, -4.354185)  -0.8792
H (-2.037577, 3.219554, -1.070113)  0.4539
H (-2.145708, 0.986732, -1.960858)  -0.8892
H (-2.568154, 0.571623, -4.336586)  0.5325
H (-2.958399, 2.313372, -5.832487)  0.4306
H (-3.016895, 4.709036, -5.044388)  0.5093
F (7.943389, 0.169507, 0.079260)  -0.3459
C (7.227715, 0.990602, 0.857096)  0.2941
C (7.775019, 1.335357, 2.103462)  -0.3987
C (7.027407, 2.176756, 2.880361)  -0.3020
C (5.814809, 2.618608, 2.480666)  -0.7587
C (5.245061, 2.244449, 1.287490)  0.0428
C (5.973142, 1.455822, 0.414747)  -0.4558
H (8.839576, 1.021786, 2.360497)  0.3475
H (7.382791, 2.509331, 3.844330)  0.3770
H (5.233768, 3.316612, 3.109849)  0.3731
H (4.301567, 2.746314, 1.070005)  0.3552
H (5.772989, 1.265905, -0.611415)  0.4967
F (4.361518, -5.155520, 2.158428)  -0.3969
C (4.109802, -3.767492, 2.164746)  0.5289
C (2.849088, -3.370309, 2.608383)  -0.7320
C (2.600117, -1.979589, 2.647861)  -0.2580
C (3.653312, -1.142778, 2.260914)  -0.7255
C (4.886156, -1.604161, 1.829493)  0.1790
C (5.116931, -2.968813, 1.737234)  -0.7266
H (2.141524, -4.122988, 2.983693)  0.4695
H (1.674330, -1.641278, 3.099875)  0.3383
H (3.474399, -0.122103, 2.326732)  0.6342
H (5.571895, -0.771408, 1.662344)  0.1461
H (6.096410, -3.364897, 1.521259)  0.5130
F (-4.540474, -2.818737, -1.133054)  -0.2548
C (-3.723034, -2.643173, -2.241949)  -0.0554
C (-2.687862, -1.734019, -2.151214)  0.4028
C (-1.746453, -1.616777, -3.181316)  -0.7085
C (-1.783850, -2.486050, -4.286806)  -0.8778
C (-2.824085, -3.447312, -4.344081)  -0.5854
C (-3.814172, -3.452077, -3.342450)  -0.6054
H (-2.654370, -1.048872, -1.302369)  0.3149
H (-0.940402, -0.913881, -3.056860)  1.0822
H (-1.016467, -2.526310, -5.061291)  0.4717
H (-2.918288, -4.197677, -5.076035)  0.4563
H (-4.641763, -4.108415, -3.283644)  0.4770
C (1.226394, 2.031633, -4.410720)  0.3432
Cl (0.826780, 2.081285, -6.201514)  -0.1880
Cl (2.910832, 2.673790, -4.189485)  -0.1839
H (0.513714, 2.627851, -3.862042)  -0.0063
H (1.274953, 0.994033, -4.071606)  0.0294

Atoms 1-3, force components in eV/Å:
C -0.3 1.7 0.7
S 1.5 -0.8 0.0
O -0.7 -0.2 0.2